# 1
Below is a structure of composition C33H55AgN2O16 in a non-equilibrium geometry, with properties calculated with ωB97M-V/def2-TZVPD.

Each line ends with the Mulliken spin population.
Element x y z (Å)
Ag1 30.013677 -13.620785 3.266617  0.00
N1 30.113173 -11.115096 5.689217  0.00
O1 30.485247 -11.624455 6.834263  0.00
O2 29.665893 -11.897823 4.768535  0.00
O3 30.242099 -9.846813 5.446065  0.00
C1 32.803316 -7.918115 8.386947  0.11
C2 33.366291 -8.920040 9.381886  0.00
C3 34.803641 -9.301083 8.971606  0.02
C4 35.843721 -8.201953 9.259989  -0.01
C5 35.831548 -7.916996 10.740716  0.01
C6 34.464922 -7.480851 11.209528  0.02
N2 33.447222 -8.415960 10.739415  0.66
O4 32.269461 -8.199388 11.265874  0.03
C7 34.440859 -7.595590 12.739163  0.04
C8 34.116602 -6.075703 10.821536  0.07
C9 32.519827 -10.217175 9.287505  0.04
H1 33.433009 -7.070290 8.094730  0.00
H2 31.795683 -7.574598 8.636450  0.00
H3 32.700239 -8.415648 7.416092  0.01
H4 35.116379 -10.195163 9.509815  -0.01
H5 34.820829 -9.359550 7.881147  0.00
H6 35.594801 -7.289510 8.699418  0.00
H7 36.830766 -8.440177 8.866086  0.00
H8 36.549455 -7.114644 10.978788  0.00
H9 36.322967 -8.676203 11.359971  0.00
H10 35.219120 -6.936881 13.132486  0.00
H11 33.505980 -7.287792 13.192452  0.00
H12 34.740766 -8.596501 13.044348  -0.01
H13 34.922843 -5.384727 11.074853  0.00
H14 34.130138 -5.966780 9.730040  -0.01
H15 33.169088 -5.721703 11.213993  0.00
H16 31.525438 -9.885142 9.581047  0.00
H17 33.023614 -10.936834 9.934258  -0.01
H18 32.500215 -10.668910 8.302362  0.00
H19 31.930636 -7.408645 10.771360  0.04
O5 27.733320 -13.695072 3.530270  0.00
C10 26.699229 -13.574718 4.098311  0.00
O6 25.838140 -14.580327 4.186960  0.00
C11 24.623017 -14.204441 4.880945  0.00
C12 24.782264 -12.712099 5.257054  0.00
C13 26.208074 -12.344324 4.824193  0.00
H20 24.505985 -14.873600 5.722752  0.00
H21 23.799873 -14.314172 4.180375  0.00
H22 24.597604 -12.633518 6.327684  0.00
H23 24.074861 -12.079613 4.726948  0.00
H24 26.896059 -12.243846 5.670640  0.00
H25 26.262697 -11.442008 4.228484  0.00
O7 28.944217 -11.992431 1.712914  0.00
C14 28.468839 -11.039533 1.248732  0.00
O8 29.179852 -9.989740 0.837454  0.00
C15 28.242440 -8.911081 0.480308  0.00
C16 27.045270 -9.682384 -0.007938  0.00
C17 26.978704 -10.819216 1.021602  0.00
H26 28.699575 -8.319224 -0.311572  0.00
H27 28.154226 -8.276859 1.358634  0.00
H28 27.169928 -10.024598 -1.030418  0.00
H29 26.141889 -9.065644 0.043625  0.00
H30 26.474802 -11.713490 0.692682  0.00
H31 26.595370 -10.378013 1.941358  0.00
O9 32.378370 -16.847354 9.856637  0.00
C18 32.150967 -15.706849 9.515303  0.00
O10 32.993645 -14.989406 8.686533  0.00
C19 32.479469 -13.650412 8.463857  0.00
C20 31.571184 -13.390348 9.700059  0.00
C21 31.021137 -14.803348 9.982516  0.00
H32 31.935913 -13.615786 7.522727  0.00
H33 33.288848 -12.924670 8.531154  0.00
H34 30.837662 -12.634762 9.424693  0.00
H35 32.214341 -13.066676 10.520938  0.00
H36 30.148399 -14.985859 9.340224  0.00
H37 30.695602 -14.990140 10.998028  0.00
O11 31.804009 -12.109187 2.558616  0.00
C22 32.692425 -11.613697 3.122262  0.00
O12 33.231581 -10.447794 2.734711  0.00
C23 34.273089 -10.053764 3.630207  0.00
C24 34.676908 -11.344749 4.329557  0.00
C25 33.370277 -12.122065 4.384532  0.00
H38 33.918883 -9.275197 4.294940  0.00
H39 35.112017 -9.669549 3.053457  0.00
H40 35.204841 -11.202899 5.275228  0.00
H41 35.383358 -11.916710 3.722506  0.00
H42 32.757416 -11.912729 5.264171  0.00
H43 33.484319 -13.196104 4.262630  0.00
O13 29.146959 -4.428809 4.604091  0.00
C26 29.838614 -5.353678 4.437066  0.00
O14 29.706120 -6.167193 3.374822  0.00
C27 30.489611 -7.383869 3.535510  0.00
C28 31.506756 -7.024169 4.620776  0.00
C29 30.818297 -5.934536 5.441123  0.00
H44 31.058495 -7.481572 2.613216  0.00
H45 29.868721 -8.249463 3.727799  0.00
H46 32.382436 -6.632417 4.104611  0.00
H47 31.808824 -7.866104 5.239431  0.00
H48 31.537862 -5.183534 5.753458  0.00
H49 30.152057 -6.244273 6.244988  0.00
O15 25.299295 -9.176423 3.365126  0.00
C30 25.444915 -8.207100 4.002944  0.00
O16 24.745678 -7.105183 3.789137  0.00
C31 25.282939 -5.973668 4.530932  0.00
C32 26.073769 -6.620195 5.670508  0.00
C33 26.353737 -8.044010 5.203501  0.00
H50 24.403875 -5.433462 4.850933  0.00
H51 25.911548 -5.435624 3.827733  0.00
H52 25.448090 -6.641387 6.568012  0.00
H53 26.970552 -6.089238 5.974482  0.00
H54 26.211752 -8.854938 5.907610  0.00
H55 27.383280 -8.139147 4.838739  0.00

Cartesian forces (eV/Å) of the 3 atoms listed first:
0.10 0.31 -0.31
0.81 -0.05 0.24
-0.86 1.50 -2.78

The energy relative to the best compared isomer or geometry (same formula, charge and spin) is 0.0 kcal/mol. Its HOMO energy (spin up / spin down) is -11.2 / -11.2 eV. As for the net charge: +1. The max |F| comes out at 3.9 eV Å⁻¹. As for the spin multiplicity: 2. The total energy comes out at -2750.32726 Ha.


# 2
Below is the ion C8H16N with charge +1 in a non-equilibrium geometry, with properties calculated with ωB97M-V/def2-TZVPD.

Each line ends with the Mulliken charge.
Element x y z (Å)
C1 0.929479 0.687911 -0.172744  -1.10
C2 2.903760 -0.769873 -0.505562  0.12
C3 -0.649013 0.567146 -0.168738  0.35
C4 3.816218 0.208528 0.126474  -1.20
C5 -1.368609 1.834191 0.161536  -1.12
C6 -0.946771 -1.610590 0.733807  -1.29
C7 -2.889946 -0.571966 -0.708861  -1.74
C8 -1.364839 -0.663803 -0.404999  0.83
N1 1.649882 -0.540476 -0.595056  -0.34
H1 1.207786 1.111535 0.772057  0.53
H2 1.119038 1.344242 -0.963331  0.65
H3 3.288009 -1.787269 -0.806575  0.39
H4 3.517694 1.216329 0.155361  0.37
H5 4.811184 0.153821 -0.313490  0.36
H6 3.802642 -0.100294 1.159893  0.32
H7 -1.711260 1.376181 1.192681  0.36
H8 -2.208179 2.129011 -0.495374  0.35
H9 -0.632516 2.724754 0.196989  0.37
H10 -1.430999 -1.608763 1.627720  0.42
H11 0.140912 -1.296564 0.823235  0.37
H12 -1.125510 -2.697197 0.462106  0.34
H13 -3.418330 -0.165629 0.140007  0.39
H14 -3.359329 -1.444764 -1.001174  0.47
H15 -3.009508 0.136977 -1.502130  0.41
H16 -0.922948 -1.164158 -1.154772  0.38

Cartesian forces (eV/Å) of the 3 atoms listed first:
-0.83 -3.08 -0.23
-1.41 0.82 0.13
1.13 1.43 -0.58

The energy relative to the best compared isomer or geometry (same formula, charge and spin) is 87.8 kcal/mol. Its HOMO energy is -13.3 eV. As for the net charge: +1. The max |F| comes out at 4.1 eV Å⁻¹. The total energy comes out at -368.79659 Ha.


# 3
Below is a cluster of 2 separate species, C10H14N2O in total in a non-equilibrium geometry, with properties calculated with ωB97M-V/def2-TZVPD.

Each line ends with the Mulliken charge.
Element x y z (Å)
C1 0.514433 1.810697 0.110086  -1.01
C2 0.160849 0.849411 -0.665003  1.00
C3 1.092499 0.157056 -1.749436  0.17
N1 2.202761 0.584213 -2.359928  -0.16
C4 2.869649 -0.327792 -3.192113  -0.80
N2 0.426724 -0.883811 -2.005071  -0.54
O1 -0.688955 -1.231874 -1.226971  -0.26
C5 -0.968309 -0.043668 -0.563655  0.17
C6 -2.262535 0.075739 0.079132  -0.22
C7 -2.795361 1.255904 0.879794  -1.27
H1 1.537396 2.064933 0.057757  0.39
H2 -0.140059 1.900646 1.026597  0.23
H3 2.393717 1.543243 -2.113844  0.21
H4 2.243875 -0.475046 -4.067027  0.27
H5 3.891611 -0.077987 -3.346069  0.34
H6 2.948796 -1.404310 -2.792000  0.25
H7 -2.797394 -1.001933 0.067256  0.23
H8 -2.512822 2.201527 0.545233  0.46
H9 -2.186620 1.144746 1.810597  0.25
H10 -3.803808 1.097415 1.183057  0.29
C8 1.061598 -1.579909 2.056615  -0.69
C9 -0.165665 -1.560521 2.394987  0.53
C10 -1.399606 -1.353261 2.777416  -0.75
H11 1.484854 -1.840919 1.092429  0.24
H12 1.867596 -1.306718 2.673982  0.26
H13 -2.153644 -2.034727 3.156422  0.28
H14 -1.654062 -0.308071 2.591254  0.13

Cartesian forces (eV/Å) of the 3 atoms listed first:
-1.03 0.77 3.23
1.32 -2.18 -2.90
-5.00 1.14 3.16

The energy relative to the best compared isomer or geometry (same formula, charge and spin) is 177.2 kcal/mol. Its HOMO energy is -7.7 eV. As for the net charge: 0. The max |F| comes out at 6.0 eV Å⁻¹. As for the SMILES: C=c1c(NC)no/c1=C/C.C=C=C. The total energy comes out at -573.93681 Ha.


# 4
Below is a structure of composition C40H48AsN7O2TeTi, with properties calculated with ωB97M-V/def2-TZVPD.

Each line ends with the Mulliken spin population.
Element x y z (Å)
Ti1 0.376550 0.337079 -0.244840  1.66
C1 0.519697 0.502325 4.410542  0.00
O1 -0.449597 -0.463086 3.904017  0.01
C2 -0.332212 -0.444536 2.590105  0.06
N1 0.488857 0.368972 2.035071  -0.14
C3 1.107748 1.157073 3.143923  0.07
C4 2.615366 1.165011 3.068366  0.05
C5 3.378925 0.059715 3.432892  -0.01
C6 4.755238 0.075072 3.271681  0.00
C7 5.384045 1.200715 2.756198  0.00
C8 4.634138 2.316522 2.414829  0.00
C9 3.255597 2.293745 2.573626  -0.03
C10 -1.240015 -1.286362 1.790150  0.10
C11 -2.200867 -2.149033 2.298511  -0.01
C12 -3.063060 -2.764690 1.401888  0.04
C13 -2.973958 -2.468233 0.047429  -0.01
C14 -1.980798 -1.592308 -0.362639  0.09
N2 -1.111814 -1.042854 0.486506  -0.08
C15 -1.808213 -1.077842 -1.733565  0.04
N3 -0.871413 -0.254270 -2.026287  -0.04
C16 -1.024407 0.059404 -3.475228  0.02
C17 -2.400783 -0.554315 -3.806746  0.00
O2 -2.697988 -1.402676 -2.653772  0.01
C18 0.126917 -0.511420 -4.262043  0.02
C19 1.120012 0.324934 -4.752800  0.00
C20 2.225790 -0.203520 -5.407730  0.00
C21 2.332804 -1.573086 -5.587751  0.00
C22 1.328535 -2.415349 -5.123546  0.00
C23 0.233302 -1.887435 -4.459581  0.00
H1 -0.010236 1.197443 5.055395  0.00
H2 1.254258 -0.045188 4.994292  0.00
H3 0.749689 2.185012 3.039918  -0.01
H4 2.908229 -0.832622 3.831001  0.00
H5 5.339103 -0.791288 3.550979  0.00
H6 6.459490 1.213709 2.641383  0.00
H7 5.123256 3.210048 2.049280  0.00
H8 2.661750 3.171328 2.348386  0.00
H9 -2.269318 -2.312339 3.364768  0.00
H10 -3.820584 -3.448696 1.758577  0.00
H11 -3.658783 -2.887156 -0.676307  0.00
H12 -1.044532 1.144290 -3.592583  0.00
H13 -3.196812 0.184512 -3.876104  0.00
H14 -2.398166 -1.180275 -4.693689  0.00
H15 1.030163 1.399795 -4.636861  0.00
H16 2.996169 0.455385 -5.785209  0.00
H17 3.189578 -1.986415 -6.102082  0.00
H18 1.397664 -3.483040 -5.285241  0.00
H19 -0.541511 -2.554886 -4.095115  0.00
C24 -2.743846 1.982199 1.644684  0.01
As1 -1.497919 2.320150 0.185866  0.14
C25 -0.875367 4.107415 0.675727  0.00
C26 -2.808169 2.687685 -1.211580  0.01
H20 -3.450550 2.804580 1.744980  0.00
H21 -2.196930 1.868136 2.581209  0.00
H22 -3.295627 1.062185 1.447336  0.00
H23 -0.836442 4.183604 1.761985  0.00
H24 -1.560895 4.864483 0.296746  0.00
H25 0.119272 4.292130 0.273163  0.00
H26 -3.479903 3.483100 -0.892049  0.00
H27 -3.391823 1.782839 -1.388177  0.00
H28 -2.323815 2.974008 -2.143664  0.00
C27 3.052966 -1.118912 0.477110  0.09
N4 1.996676 -1.248983 -0.578773  -0.24
C28 2.710221 -1.234694 -1.905030  0.02
N5 3.709404 -2.273557 -2.005172  0.00
C29 4.693817 -2.084553 -0.938182  0.00
N6 4.061765 -2.149368 0.382791  0.00
C30 3.412990 -3.455921 0.520596  0.00
N7 2.405931 -3.667947 -0.524088  0.00
C31 1.413977 -2.621976 -0.427188  0.12
C32 3.065427 -3.574894 -1.830384  0.00
H29 2.561833 -1.189003 1.446988  0.00
H30 3.518503 -0.131639 0.387617  0.01
H31 3.200600 -0.268378 -2.021723  0.00
H32 1.967789 -1.358570 -2.691914  0.02
H33 5.175878 -1.112421 -1.060054  0.00
H34 5.454299 -2.862146 -1.008035  0.00
H35 2.933852 -3.519329 1.500195  0.00
H36 4.167663 -4.238935 0.452057  0.00
H37 0.933106 -2.681509 0.552151  -0.01
H38 0.663915 -2.756879 -1.211958  -0.01
H39 2.323454 -3.716047 -2.618479  0.00
H40 3.815090 -4.362136 -1.908002  0.00
C33 2.821063 3.989845 -0.591145  0.00
Te1 2.059023 2.332121 -1.727130  0.00
C34 0.738347 3.798967 -2.574244  0.00
C35 1.473820 5.104268 -2.391859  0.00
C36 1.138779 6.219870 -3.154248  0.00
C37 1.807634 7.416610 -2.966010  0.00
C38 2.816562 7.506434 -2.016215  0.00
C39 3.153600 6.400345 -1.255765  0.00
C40 2.482497 5.194061 -1.438091  0.00
H41 3.890636 3.839599 -0.464996  0.00
H42 2.345518 4.027268 0.384201  0.00
H43 -0.217456 3.795955 -2.055550  0.00
H44 0.580375 3.546808 -3.621629  0.00
H45 0.360931 6.148045 -3.904457  0.00
H46 1.550311 8.277757 -3.567420  0.00
H47 3.348413 8.437501 -1.875689  0.00
H48 3.947582 6.469755 -0.522664  0.00

Cartesian forces (eV/Å) of the 3 atoms listed first:
0.19 0.29 -0.11
0.01 0.02 0.03
0.05 0.03 -0.04

The energy relative to the best compared isomer or geometry (same formula, charge and spin) is 0.0 kcal/mol. Its HOMO energy (spin up / spin down) is -12.3 / -13.4 eV. As for the net charge: +2. The max |F| comes out at 0.4 eV Å⁻¹. As for the spin multiplicity: 3. The total energy comes out at -5439.67980 Ha.